Formula: C5H8N2
Source: the OMol25 dataset
Level of theory: ωB97M-V/def2-TZVPD

Values from the calculation:
E_tot (eV): -8290.2687
HOMO level (eV): -8.48
Spin multiplicity: 1
Energy relative to the best compared isomer or geometry (same formula, charge and spin) (kcal per mole): 109.02
HOMO-LUMO gap (eV): 8.400
Max |F| (hartree/bohr): 0.058

XYZ file:
```
15
Properties=species:S:1:pos:R:3:mulliken_charge:R:1
C 1.768 1.509 1.120 -1.284
C 0.975 0.723 0.122 0.839
C 0.647 -0.805 0.701 -0.101
C -1.157 -1.063 -1.144 -0.352
C -2.455 -0.858 -0.882 -0.491
N -0.116 -1.604 0.170 -0.455
N 0.395 1.115 -0.884 -0.766
H -0.456 0.149 -1.226 0.419
H 1.365 -1.085 1.467 0.375
H -0.867 -1.731 -1.946 0.306
H 1.265 1.513 2.087 0.320
H 1.886 2.534 0.777 0.329
H 2.745 1.042 1.255 0.344
H -3.232 -1.272 -1.509 0.272
H -2.763 -0.170 -0.108 0.245
```


Formula: C5H8N2
Source: the OMol25 dataset
Level of theory: ωB97M-V/def2-TZVPD

Values from the calculation:
E_tot (eV): -8292.9202
SMILES: CC=C=N/C=N/C
HOMO level (eV): -8.80
Spin multiplicity: 1
Energy relative to the best compared isomer or geometry (same formula, charge and spin) (kcal per mole): 47.88
HOMO-LUMO gap (eV): 9.585
Max |F| (hartree/bohr): 0.012

XYZ file:
```
15
Properties=species:S:1:pos:R:3:mulliken_charge:R:1
C 2.677 -1.050 -0.816 -0.668
N 1.463 -0.477 -0.275 -0.381
C 1.126 -0.838 0.886 0.129
N -0.029 -0.352 1.546 -0.471
C -1.024 -0.019 0.896 0.471
C -2.414 1.720 -0.212 -0.979
C -2.128 0.327 0.289 -0.378
H 3.361 -0.245 -1.104 0.229
H 3.198 -1.729 -0.123 0.303
H 2.426 -1.604 -1.727 0.237
H 1.707 -1.528 1.509 0.310
H -3.256 2.159 0.336 0.274
H -1.548 2.374 -0.085 0.309
H -2.679 1.708 -1.275 0.283
H -2.878 -0.448 0.153 0.331
```


Formula: C5H8N2
Source: the OMol25 dataset
Level of theory: ωB97M-V/def2-TZVPD

Values from the calculation:
E_tot (eV): -8294.4768
SMILES: CC1=N[C@@H](C)N=C1
HOMO level (eV): -10.25
Spin multiplicity: 1
Energy relative to the best compared isomer or geometry (same formula, charge and spin) (kcal per mole): 11.98
HOMO-LUMO gap (eV): 10.931
Max |F| (hartree/bohr): 0.011

XYZ file:
```
15
Properties=species:S:1:pos:R:3:mulliken_charge:R:1
C -2.193 0.186 0.586 -1.183
N -0.885 -0.510 -1.238 -0.548
C -1.058 -0.758 0.181 0.271
N 0.210 -0.499 0.868 -0.591
C 0.997 -0.053 -0.041 0.810
C 2.411 0.379 0.171 -1.105
C 0.289 -0.030 -1.342 -0.237
H -3.040 0.131 -0.112 0.317
H -2.546 -0.075 1.575 0.331
H -1.855 1.228 0.591 0.288
H -1.346 -1.802 0.378 0.345
H 2.618 0.461 1.237 0.304
H 3.116 -0.338 -0.264 0.279
H 2.605 1.344 -0.306 0.315
H 0.678 0.335 -2.285 0.405
```